{
  "formula": "C35H37CuN5O8PS",
  "method": "ωB97M-V/def2-TZVPD",
  "symbols": ["Cu", "O", "S", "O", "O", "C", "C", "C", "C", "C", "C", "P", "C", "C", "C", "C", "C", "C", "C", "C", "C", "C", "C", "C", "H", "H", "H", "H", "H", "H", "H", "H", "H", "H", "H", "H", "H", "H", "O", "C", "O", "C", "C", "N", "N", "C", "C", "O", "O", "H", "H", "H", "C", "C", "C", "C", "C", "C", "N", "H", "H", "H", "H", "H", "H", "H", "H", "C", "N", "C", "C", "C", "N", "C", "C", "O", "H", "H", "H", "H", "H", "H", "H", "H", "H", "H", "H", "H"],
  "positions_angstrom": [[-0.7357, 0.8327, -0.8132], [-5.0735, -0.9668, 0.4670], [-3.5133, -1.0021, -1.0419], [-2.8787, 0.2203, 0.0900], [-2.3345, -0.9125, -1.9848], [-2.9743, -2.4430, -0.0979], [-3.8738, -3.5017, -0.0283], [-3.4930, -4.7046, 0.5366], [-2.2081, -4.8482, 1.0429], [-1.3221, -3.7863, 0.9822], [-1.6768, -2.5544, 0.4224], [-0.4399, -1.1561, 0.4293], [1.1122, -2.1353, 0.2997], [2.1821, -2.0239, 1.1794], [3.3777, -2.6915, 0.9328], [3.5180, -3.4811, -0.2000], [2.4539, -3.5970, -1.0891], [1.2660, -2.9245, -0.8434], [-0.4799, -0.6604, 2.2105], [-0.7572, 0.6767, 2.4872], [-0.8599, 1.1330, 3.7956], [-0.6802, 0.2539, 4.8526], [-0.4030, -1.0841, 4.5948], [-0.3100, -1.5342, 3.2861], [-4.8765, -3.3548, -0.4077], [-4.1946, -5.5285, 0.5828], [-1.8924, -5.7872, 1.4813], [-0.3162, -3.9307, 1.3551], [2.0893, -1.3931, 2.0560], [4.2025, -2.5913, 1.6288], [4.4488, -4.0023, -0.3902], [2.5548, -4.2065, -1.9788], [0.4410, -3.0052, -1.5454], [-0.9024, 1.3705, 1.6640], [-1.0914, 2.1745, 3.9834], [-0.7684, 0.6037, 5.8746], [-0.2669, -1.7798, 5.4139], [-0.1051, -2.5812, 3.1085], [1.4434, 4.5875, -4.6433], [0.9659, 3.5340, -5.2720], [1.0751, 3.3843, -6.4710], [0.2883, 2.5023, -4.4390], [-0.2813, 1.3573, -4.9547], [-0.7776, 0.6616, -3.9171], [-0.5720, 1.2934, -2.7644], [0.0600, 2.4151, -3.0427], [0.3469, 3.3157, -1.8568], [0.9158, 4.4038, -2.1038], [-0.0503, 2.8936, -0.7464], [1.2775, 4.5455, -3.6395], [-0.3512, 1.0215, -5.9763], [-1.3288, -0.1860, -3.8645], [-4.3618, -0.7032, 2.7552], [-4.8379, -0.0626, 1.4541], [-5.9598, 0.9476, 1.6100], [-5.6451, 2.1012, 0.9271], [-4.3485, 2.0231, 0.4206], [-3.5969, 2.9390, -0.4712], [-3.7554, 0.8742, 0.9460], [-4.3346, 0.0214, 3.5725], [-3.3566, -1.1131, 2.6168], [-5.0378, -1.5215, 3.0131], [-6.9109, 0.6860, 2.0534], [-6.2814, 2.9670, 0.7972], [-4.1248, 3.8879, -0.5702], [-3.4770, 2.5127, -1.4735], [-2.5852, 3.1347, -0.1044], [2.7831, 2.1606, 1.6417], [3.6456, 1.6337, 0.5997], [5.0812, 1.7645, 0.7425], [5.7290, 1.7954, -0.6268], [5.3280, 0.5457, -1.3803], [3.8876, 0.3892, -1.3772], [3.3242, -0.4814, -2.3917], [3.0735, 0.8527, -0.3718], [1.8757, 0.5935, -0.3596], [3.1717, 3.1296, 1.9591], [2.7240, 1.5002, 2.5141], [1.7829, 2.2953, 1.2416], [5.4997, 0.9386, 1.3353], [5.2823, 2.6863, 1.2892], [6.8149, 1.8509, -0.5383], [5.3778, 2.6769, -1.1683], [5.8086, -0.3345, -0.9303], [5.6616, 0.5965, -2.4189], [3.4838, -0.0549, -3.3855], [2.2584, -0.5885, -2.2161], [3.7897, -1.4714, -2.3505]],
  "forces_ev_per_a": [[0.16, -0.55, 0.30], [-0.02, 0.08, 0.24], [0.52, 0.14, 0.06], [-0.22, -0.14, -0.22], [-0.37, 0.06, -0.07], [0.07, 0.08, 0.14], [0.06, 0.06, -0.03], [0.03, -0.02, 0.03], [-0.05, -0.01, -0.03], [0.04, 0.05, 0.01], [-0.10, 0.04, -0.17], [-0.05, 0.15, 0.32], [-0.07, 0.01, -0.21], [0.04, 0.04, 0.06], [-0.06, 0.04, -0.04], [-0.08, -0.01, -0.01], [-0.02, 0.00, 0.09], [0.01, -0.04, 0.06], [-0.08, -0.04, 0.01], [0.04, 0.05, -0.13], [0.02, -0.04, 0.04], [-0.03, -0.01, -0.04], [0.01, 0.04, -0.07], [0.00, 0.00, -0.01], [0.03, 0.01, 0.02], [-0.01, 0.01, 0.00], [0.00, 0.01, -0.01], [0.00, 0.02, 0.03], [0.02, -0.02, -0.03], [-0.01, 0.01, 0.00], [-0.02, 0.00, 0.00], [-0.01, 0.00, -0.01], [0.04, -0.01, 0.01], [0.01, -0.02, 0.04], [0.01, -0.03, -0.02], [0.01, 0.00, -0.02], [-0.01, 0.00, -0.01], [0.00, -0.04, -0.03], [0.08, 0.09, 0.11], [-0.05, -0.24, 0.03], [-0.01, 0.06, 0.02], [0.02, 0.22, 0.04], [-0.04, -0.16, -0.03], [-0.05, -0.05, 0.08], [-0.04, 0.12, -0.19], [0.08, -0.08, 0.10], [-0.07, 0.13, -0.05], [0.12, -0.10, -0.08], [0.04, 0.06, -0.03], [-0.13, -0.01, 0.05], [0.00, 0.01, 0.05], [-0.01, 0.00, -0.03], [0.03, -0.03, 0.05], [-0.05, -0.13, -0.28], [-0.06, -0.03, -0.05], [0.02, 0.02, 0.03], [-0.21, -0.09, 0.01], [0.03, -0.01, -0.01], [0.29, 0.11, -0.09], [0.05, -0.01, -0.01], [-0.07, -0.03, -0.01], [0.00, 0.05, 0.01], [0.07, 0.06, 0.01], [-0.01, -0.04, -0.01], [-0.01, -0.01, -0.01], [0.00, -0.01, 0.01], [-0.01, 0.00, 0.04], [0.04, -0.03, -0.01], [0.02, 0.00, -0.01], [-0.10, -0.01, 0.00], [-0.02, 0.05, -0.02], [-0.10, -0.02, -0.01], [0.04, -0.01, -0.03], [0.10, 0.05, 0.06], [-0.09, -0.06, -0.09], [0.12, 0.16, 0.03], [0.00, -0.01, 0.01], [0.03, -0.03, 0.00], [-0.05, 0.02, -0.05], [0.01, -0.01, 0.03], [0.01, 0.04, 0.00], [0.00, 0.00, 0.00], [0.03, 0.00, 0.01], [0.02, -0.04, -0.01], [0.01, 0.02, -0.03], [0.02, 0.02, -0.01], [0.00, 0.02, 0.02], [-0.01, 0.03, 0.00]],
  "nbo_charge": [0.861, -0.864, 1.506, -0.599, -1.055, -0.079, -0.227, -0.210, -0.218, -0.208, -0.381, 0.861, -0.306, -0.232, -0.170, -0.251, -0.209, -0.216, -0.371, -0.170, -0.206, -0.208, -0.246, -0.139, 0.239, 0.206, 0.203, 0.211, 0.224, 0.198, 0.205, 0.208, 0.226, 0.231, 0.214, 0.205, 0.205, 0.202, -0.692, 0.786, -0.631, -0.276, 0.016, -0.315, -0.342, 0.045, 0.779, -0.725, -0.773, 0.515, 0.231, 0.450, -0.637, 0.357, -0.216, -0.286, 0.168, -0.661, -0.151, 0.200, 0.208, 0.206, 0.195, 0.203, 0.215, 0.225, 0.243, -0.405, -0.455, -0.196, -0.413, -0.196, -0.456, -0.408, 0.810, -0.696, 0.189, 0.179, 0.263, 0.171, 0.202, 0.209, 0.219, 0.173, 0.200, 0.189, 0.253, 0.185],
  "s2": 0.78,
  "total_charge": -1,
  "spin_multiplicity": 2,
  "homo_ev": [-3.377, -4.906],
  "energy_ha": -4611.706794
}